Formula: C25H41N2O2P3RuSe
Source: the OMol25 dataset
Level of theory: the ωB97M-V functional and the def2-TZVPD basis

```
75
C25H41N2O2P3RuSe, DFT the ωB97M-V functional and the def2-TZVPD basis
P 4.0563 -2.4320 -0.6808
C 4.2441 -2.2226 1.1460
H 5.0829 -2.8134 1.5291
H 3.2987 -2.5712 1.5819
H 4.3695 -1.1604 1.3879
C 5.5663 -3.4246 -1.0734
H 6.1222 -2.9544 -1.8878
H 5.1982 -4.3965 -1.4191
H 6.1877 -3.5608 -0.1869
C 4.5900 -0.7368 -1.1857
H 5.5349 -0.7811 -1.7343
H 4.6985 -0.1064 -0.2890
H 3.8002 -0.3096 -1.8169
P -1.2815 4.9567 -1.4615
C -1.5048 5.8098 0.1501
H -1.7261 6.8751 0.0239
H -0.5948 5.6670 0.7413
H -2.2975 5.3081 0.7050
C -0.3427 6.2332 -2.4035
H -0.2241 5.8751 -3.4328
H 0.6650 6.2992 -1.9866
H -0.8559 7.2072 -2.3709
C -2.9738 5.2208 -2.1458
H -3.2419 6.2904 -2.1451
H -3.6729 4.6348 -1.5378
H -3.0146 4.8017 -3.1570
P -2.3129 -3.9183 -0.6851
C -3.1833 -3.8236 0.9314
H -4.0548 -4.4882 0.9378
H -3.4929 -2.7809 1.0949
H -2.4780 -4.0854 1.7319
C -3.7423 -3.5901 -1.8116
H -4.6306 -4.1553 -1.4921
H -3.4589 -3.8596 -2.8426
H -3.9538 -2.5079 -1.7819
C -2.0447 -5.7148 -0.9480
H -2.9149 -6.3033 -0.6467
H -1.1608 -5.9906 -0.3655
H -1.8117 -5.8643 -2.0072
Ru 0.0990 0.2124 -2.2271
C 1.0808 1.4829 -1.2407
O 1.6946 2.3242 -0.7091
C -1.3466 0.9141 -1.1749
O -2.3050 1.3978 -0.7237
C -1.3295 -0.1072 -3.6846
C -0.7235 -1.3288 -3.3961
C 0.6664 -1.4312 -3.4118
C 1.4600 -0.3187 -3.7267
C 0.8463 0.9111 -4.0301
C -0.5500 1.0208 -3.9937
H -2.4139 -0.0201 -3.6141
H -1.3241 -2.1828 -3.1049
H 1.1547 -2.3538 -3.1372
H 2.5397 -0.4105 -3.7314
H 1.4624 1.7865 -4.2408
H -1.0123 1.9943 -4.1716
C -1.6524 -1.7756 3.7821
N -0.7023 -0.7071 3.5142
C -0.1189 -0.4296 2.3005
Se -0.4419 -1.2621 0.6863
N 0.7592 0.5973 2.5605
C 0.7407 0.9578 3.9064
C 1.4218 1.9422 4.6042
C 1.0001 2.1982 5.9140
C -0.0720 1.4793 6.4888
C -0.6665 0.4052 5.8080
C -0.2278 0.1678 4.5071
H -2.5977 -1.6079 3.2525
H -1.8247 -1.7638 4.8623
H -1.2400 -2.7488 3.4840
H 1.3176 1.0594 1.8515
H 2.2547 2.4560 4.1170
H 1.4893 2.9708 6.5095
H -0.4285 1.7685 7.4749
H -1.4539 -0.2258 6.2295
```

Total charge ... +4
E_HOMO (alpha / beta) ... -17.13 / -17.16 eV
⟨S²⟩ ... 6.014
DFT total energy ... -4756.02683 Eh
Max |F| ... 7.128 eV/Å
Multiplicity ... 5